# 1
17
Properties=species:S:1:pos:R:3:forces:R:3:nbo_charge:R:1 method="wB97M-V/def2-TZVPD" lumo_ev=0.65 de_lowest_kcal_mol=100.4 charge=0 e_tot_ev=-9229.2296
H 2.385 -0.658 1.388 0.016 -0.296 -0.002 0.37
N 1.053 -1.199 0.039 -0.398 0.178 -3.269 -0.18
H 3.094 -1.056 -0.121 -0.233 0.230 -0.130 0.35
C -1.938 0.178 0.979 0.103 -0.182 0.253 -0.42
H -2.699 0.516 0.267 0.594 0.223 -0.239 0.20
N 2.293 -1.129 0.501 0.741 -0.193 0.019 -0.61
H -0.122 -1.401 -1.643 -0.496 0.584 0.254 0.20
H -2.223 0.627 1.933 -0.120 -0.188 0.116 0.19
H 0.119 0.130 1.343 -0.451 0.048 -0.959 0.39
N -0.563 0.495 0.686 -0.453 2.089 -2.344 -0.65
H -2.043 -0.906 1.019 -0.281 -0.201 0.248 0.19
N -0.807 2.131 -1.100 0.111 -1.854 -1.661 -0.67
H 1.644 -1.323 -1.933 0.344 0.951 -0.288 0.16
H -1.816 2.023 -1.008 -0.044 0.074 0.421 0.32
H 0.928 1.438 -0.502 0.126 -0.981 -0.485 0.17
C -0.130 1.166 -0.574 -1.082 3.017 5.382 0.26
C 0.824 -1.034 -1.273 1.524 -3.500 2.683 -0.25


# 2
44
Properties=species:S:1:pos:R:3:forces:R:3:nbo_charge:R:1 method="wB97M-V/def2-TZVPD" lumo_ev=-11.19 charge=+3 e_tot_ev=-29424.4686
H 3.397 0.562 -0.826 0.003 0.011 -0.010 0.27
N -2.478 3.497 -0.017 0.173 0.114 0.112 -0.59
H -2.238 -2.118 2.038 0.049 -0.046 0.021 0.25
H 3.945 -0.421 0.531 0.017 -0.070 -0.011 0.27
C -0.812 -1.740 -2.299 0.078 0.010 0.174 -0.27
N -0.261 -1.388 1.557 0.130 -0.376 0.121 -0.72
H -1.478 -2.568 -2.535 0.032 -0.062 0.004 0.27
N 1.264 -1.315 -1.174 -0.207 -0.072 0.099 -0.47
N -1.472 5.484 0.763 0.011 -0.010 0.010 -0.74
C -1.708 -1.429 1.376 -0.006 0.295 -0.179 -0.24
C 2.632 -3.404 -2.138 0.035 -0.077 -0.032 -0.06
H 2.398 0.289 2.815 0.000 -0.053 0.085 0.26
C 1.284 -3.263 -2.467 -0.021 -0.056 -0.055 -0.20
H -2.119 -0.342 -1.504 0.047 0.044 -0.033 0.44
H 0.162 -2.304 1.456 -0.121 -0.092 0.284 0.39
C 3.290 -2.468 -1.344 0.042 0.037 0.020 -0.20
C 0.416 -0.581 2.569 0.002 0.283 -0.220 -0.25
H -2.116 -0.432 1.557 0.034 -0.008 0.078 0.22
N 1.978 0.386 0.737 -0.085 0.008 0.172 -0.57
H 0.466 -1.035 3.561 0.002 -0.062 0.004 0.25
H 2.184 1.367 0.912 -0.015 0.017 -0.055 0.44
H 2.381 -1.272 1.993 -0.007 -0.007 0.002 0.22
H -3.065 -1.886 -0.267 -0.023 -0.063 0.072 0.26
H 4.345 -2.573 -1.124 -0.012 0.010 0.004 0.28
H -3.805 6.405 0.286 0.013 0.003 0.004 0.44
H -1.587 -2.849 -0.246 0.001 0.005 0.019 0.22
H 0.794 -3.981 -3.112 0.003 0.013 0.008 0.28
C 2.570 -1.395 -0.860 -0.024 -0.030 -0.062 0.22
C -1.996 -1.854 -0.066 0.081 0.067 -0.153 -0.24
C 3.088 -0.195 -0.102 -0.128 -0.073 0.030 -0.27
H 3.183 -4.253 -2.522 -0.004 0.008 0.002 0.28
N -0.745 1.811 0.175 -0.097 -0.226 0.234 -0.76
H -4.452 4.898 -0.258 0.004 -0.002 0.001 0.44
H -0.111 0.370 2.673 -0.081 -0.050 0.031 0.22
Au 0.209 0.111 -0.327 0.170 0.531 -0.541 1.47
C -1.540 2.676 0.092 -0.017 -0.123 0.010 0.68
N -1.381 -0.945 -1.145 -0.035 -0.022 0.015 -0.57
H -0.769 -1.083 -3.169 -0.013 0.012 -0.017 0.27
C 0.597 -2.179 -1.968 0.081 0.122 0.060 0.21
H -1.535 6.466 0.985 0.009 0.005 0.002 0.44
C 1.852 -0.324 2.101 0.004 0.066 -0.214 -0.24
C -2.517 4.815 0.291 -0.086 -0.041 -0.070 0.68
H -0.582 5.039 0.902 -0.003 -0.013 -0.008 0.42
N -3.669 5.424 0.097 -0.034 -0.028 -0.019 -0.71


# 3
15
Properties=species:S:1:pos:R:3:forces:R:3:nbo_charge:R:1 method="wB97M-V/def2-TZVPD" lumo_ev=0.35 de_lowest_kcal_mol=10.7 smiles=ClC(Cl)Cl.ClC(Cl)Cl.ClC(Cl)Cl charge=0 e_tot_ev=-115860.8684
Cl -0.390 -8.098 -1.680 0.296 0.018 0.031 0.01
Cl 1.535 -8.252 -3.887 -0.450 0.278 0.082 0.03
H -2.156 5.729 4.206 0.398 0.176 0.406 0.23
C -2.206 6.692 4.713 -0.536 0.733 -0.618 -0.26
Cl -1.380 -8.243 -4.359 0.425 0.153 -0.131 0.01
C -0.037 -7.636 -3.357 -0.598 -0.156 0.276 -0.28
Cl 3.939 1.230 -1.033 0.700 0.001 -0.088 0.04
H -0.081 -6.547 -3.375 0.326 -0.292 -0.257 0.23
Cl -3.219 6.531 6.158 0.269 0.038 -0.395 0.03
Cl -0.613 7.368 5.115 -0.503 -0.460 -0.170 0.03
Cl 1.831 -0.754 -1.136 0.002 1.085 -0.192 -0.02
H 2.202 1.075 -2.606 -0.035 0.070 0.325 0.23
Cl -3.015 7.760 3.464 0.373 -0.487 0.777 -0.03
C 2.301 0.969 -1.526 -0.548 -0.615 0.324 -0.27
Cl 1.288 2.178 -0.697 -0.119 -0.541 -0.368 0.01


# 4
10
Properties=species:S:1:pos:R:3:forces:R:3:nbo_charge:R:1 method="wB97M-V/def2-TZVPD" lumo_ev=1.20 de_lowest_kcal_mol=36.9 smiles=C1COC1 charge=0 e_tot_ev=-5254.0943
H 1.147 1.333 0.499 -1.004 -0.107 0.026 0.15
C 0.235 -0.687 0.391 0.244 0.219 0.152 -0.45
H 0.404 -1.700 -0.001 0.317 0.558 -0.136 0.21
O -0.303 0.803 -1.027 0.207 0.419 0.107 -0.53
H 1.818 0.645 -0.824 0.046 -1.022 -0.819 0.19
C -1.062 -0.053 -0.152 0.004 -0.039 0.103 -0.06
C 0.897 0.563 -0.264 -0.014 0.132 0.544 -0.07
H -1.774 -0.692 -0.693 0.321 0.160 0.069 0.18
H 0.375 -0.687 1.470 -0.225 -0.216 0.018 0.20
H -1.613 0.541 0.591 0.104 -0.104 -0.064 0.16


# 5
52
Properties=species:S:1:pos:R:3:forces:R:3:lowdin_charge:R:1 method="wB97M-V/def2-TZVPD" lumo_ev=2.56 charge=-1 e_tot_ev=-35500.0069
C -5.390 -1.871 0.080 0.104 0.158 -0.030 -0.10
H -4.074 1.941 -1.061 -0.041 0.042 0.047 0.14
C -4.558 -0.848 -0.360 -0.019 -0.011 0.089 -0.04
C -1.970 1.058 2.237 -0.021 0.168 0.118 -0.06
H 6.870 0.386 -1.247 0.012 -0.018 -0.013 0.06
O -3.324 2.474 0.745 -0.109 -0.010 0.088 -0.14
H 4.973 -1.987 -0.806 0.004 -0.013 -0.003 0.12
H -1.036 1.087 2.803 0.035 -0.088 -0.052 0.08
C 0.835 -1.377 1.817 0.185 0.123 -0.008 -0.45
H -1.156 3.320 -0.236 0.051 0.021 -0.053 0.03
H 2.089 0.346 1.488 -0.051 0.064 -0.010 0.02
H -2.120 3.161 2.169 -0.100 0.078 -0.104 0.13
H -2.677 1.011 -0.575 0.030 -0.016 -0.015 0.04
C -6.132 -0.475 1.886 0.084 -0.057 -0.135 -0.09
H -5.404 -2.818 -0.446 0.001 0.002 -0.004 0.10
C 6.421 -0.409 -0.649 -0.011 0.042 -0.001 -0.08
C -2.067 2.350 1.433 0.218 0.038 0.025 -0.47
H 3.455 1.154 -2.704 -0.001 0.008 0.018 0.08
In 0.147 0.825 -0.476 0.168 0.123 -0.363 0.49
C 5.046 0.397 -3.948 0.021 -0.060 0.024 -0.08
H -1.030 -0.284 -1.261 -0.007 0.026 0.095 -0.08
C 5.365 -1.180 -1.426 0.049 0.003 -0.002 -0.29
H -2.794 0.970 2.949 -0.021 -0.045 -0.048 0.08
H 5.064 1.461 -2.066 0.033 -0.028 -0.001 0.11
O 4.233 -0.416 -1.773 -0.069 -0.134 0.047 -0.17
I -0.561 -4.099 2.100 0.009 -0.032 -0.023 0.63
H 5.097 1.305 -4.550 -0.018 0.008 -0.007 0.07
H -5.245 1.485 1.977 0.020 0.002 -0.016 0.11
C -3.595 1.465 -0.199 0.033 -0.029 -0.101 -0.19
C 1.477 -0.336 0.888 -0.104 -0.128 0.026 -0.33
H 1.189 1.488 -1.782 -0.042 0.020 0.114 -0.11
H 1.596 -1.980 2.327 -0.014 -0.028 -0.028 0.07
H 4.425 -0.331 -4.472 -0.006 0.005 -0.005 0.08
C -0.863 2.571 0.504 -0.196 -0.194 0.226 -0.26
C -4.504 0.372 0.316 -0.021 -0.180 -0.041 -0.20
C -0.074 -2.290 1.021 -0.125 0.031 0.064 -0.68
H -6.819 -2.488 1.553 -0.018 0.016 0.031 0.09
H 7.220 -1.084 -0.339 -0.003 -0.013 0.012 0.07
H -3.918 -1.007 -1.220 0.027 0.030 -0.011 0.11
H 0.379 -2.604 0.084 0.024 -0.131 0.047 0.04
H 6.057 -0.008 -3.873 0.006 0.022 0.006 0.06
H 5.980 0.042 0.240 -0.004 0.000 0.003 0.08
H -0.081 3.041 1.113 0.072 -0.036 -0.043 0.03
H 5.813 -1.646 -2.314 0.011 0.033 -0.010 0.10
H -6.740 -0.327 2.770 0.000 0.005 0.003 0.09
C 4.447 0.718 -2.588 -0.057 0.111 -0.031 -0.28
C -5.296 0.546 1.442 -0.135 -0.048 0.064 -0.04
H -1.957 0.175 1.595 0.014 -0.018 -0.028 0.06
H 2.175 -0.854 0.221 0.011 0.041 -0.016 0.01
C -6.180 -1.686 1.205 -0.029 0.085 0.079 -0.11
H 0.258 -0.887 2.605 -0.063 -0.053 0.020 0.08
H -1.045 -1.855 0.802 0.064 0.067 -0.043 0.00


# 6
57
Properties=species:S:1:pos:R:3:forces:R:3:nbo_charge:R:1 method="wB97M-V/def2-TZVPD" lumo_ev="-9.00 / -10.25" s2=6.02 multiplicity=5 charge=+3 e_tot_ev=-46735.8474
N 2.462 0.414 -2.114 0.101 -0.040 0.024 -0.43
H 1.238 -5.684 0.968 0.002 0.000 0.004 0.27
H -6.505 -1.289 3.358 0.009 -0.008 0.013 0.27
H -2.527 -1.053 3.112 0.119 0.107 0.112 0.41
N -4.568 2.183 -2.369 -0.088 0.059 0.121 -0.76
H 3.877 -3.065 -1.610 0.003 0.003 -0.001 0.28
H -1.892 4.352 2.076 0.007 0.010 -0.012 0.27
Ir 0.578 0.222 0.315 0.681 0.037 -0.065 0.97
H -6.043 -0.678 0.436 0.010 0.034 -0.022 0.25
C -1.971 1.605 -0.579 -0.210 -0.132 0.319 0.05
C -4.796 -1.363 2.074 0.207 0.012 -0.139 0.11
C 1.562 -2.564 -0.276 -0.048 0.024 -0.026 0.13
N -0.928 1.698 0.264 0.101 0.010 -0.163 -0.53
H -3.672 -2.526 3.565 -0.021 -0.021 0.012 0.21
H -5.090 -0.510 4.069 0.008 0.026 -0.009 0.22
N 1.797 -0.545 -1.371 -0.087 0.058 -0.021 -0.32
H -3.491 -3.093 1.874 0.002 0.001 0.001 0.23
H -4.975 -3.363 2.778 -0.003 -0.001 0.001 0.28
H -5.460 1.927 -2.770 0.005 -0.001 -0.017 0.44
C -3.086 2.404 -0.422 0.051 0.118 -0.159 -0.15
H 3.708 3.335 -1.620 -0.015 0.008 -0.006 0.45
H 2.716 0.223 -3.075 -0.004 0.009 -0.001 0.43
C -5.644 -0.656 3.141 -0.057 -0.061 -0.009 -0.62
H -6.022 0.300 2.779 0.007 0.004 0.001 0.24
C 1.673 -3.937 -0.209 0.020 0.000 -0.008 -0.17
H -2.436 0.641 2.914 0.085 0.107 -0.257 0.41
C -1.953 3.573 1.329 -0.006 -0.010 0.057 -0.23
C 0.587 -3.870 1.917 -0.008 -0.003 0.003 -0.21
C -4.382 1.993 -1.062 0.062 -0.027 0.005 0.66
H 4.001 -1.552 -2.502 0.001 0.000 -0.005 0.25
N -2.606 -0.263 2.480 -0.677 -0.298 -0.016 -0.51
N 0.939 -1.849 0.695 -0.029 -0.022 0.055 -0.50
H 3.744 2.409 -3.074 0.007 -0.002 0.003 0.43
H -6.387 -2.306 1.012 -0.002 0.004 -0.001 0.26
C 3.311 -2.325 -2.170 -0.038 -0.014 -0.019 -0.71
H 0.225 -4.343 2.819 -0.004 -0.004 -0.004 0.26
H -0.034 2.732 1.814 0.003 0.030 -0.012 0.24
H -1.945 0.804 -1.307 0.031 0.047 -0.049 0.23
H 2.896 -2.819 -3.053 0.000 -0.002 0.001 0.28
H -3.962 2.780 -2.908 0.001 0.000 -0.001 0.42
N -3.708 -0.378 1.738 -0.078 0.104 0.339 -0.15
H 0.076 -1.876 2.560 -0.037 -0.016 -0.007 0.22
O -5.159 1.434 -0.299 -0.018 -0.177 0.027 -0.62
N 3.436 2.498 -2.115 0.029 -0.020 0.002 -0.71
H -4.961 -2.024 0.014 -0.005 -0.007 0.004 0.22
H 2.162 -4.484 -1.003 0.008 -0.003 0.008 0.26
C -0.910 2.680 1.181 0.125 -0.023 0.038 0.06
H -3.961 4.020 0.697 0.012 0.022 -0.021 0.27
C 2.789 1.547 -1.474 -0.046 0.029 0.033 0.34
C -4.173 -2.648 2.601 -0.021 0.005 -0.008 -0.65
S 2.397 1.752 0.204 -0.040 0.017 -0.010 -0.07
C -3.083 3.403 0.548 -0.018 0.021 -0.045 -0.09
C 1.160 -4.607 0.898 0.001 0.002 0.005 -0.10
C 0.492 -2.495 1.777 0.046 0.013 -0.022 0.08
C 2.215 -1.759 -1.337 -0.037 -0.027 -0.038 0.35
C -5.589 -1.597 0.797 -0.002 -0.080 0.005 -0.64
H -3.977 0.429 1.163 -0.142 0.081 -0.018 0.44


Listing max |F| for the structures above in their given order: 0.122; 0.015; 0.021; 0.025; 0.008; 0.014 hartree/bohr.